1.
Below is a cluster of 6 separate species, C5H21NO6 in total, with properties calculated with ωB97M-V with the def2-TZVPD basis set.

Output
LUMO: 0.478 eV
Kohn-Sham gap: 10.438 eV
HOMO level: -10.0 eV
relative energy (zero: lowest compared OMol25 entry of this formula, charge and spin): 3.3 kcal per mole

Last column: natural (NBO) charge in e.
Cartesian coordinates (Å):
C: 1.2931 -2.4525 -0.0142  -0.614
C: 0.5739 -1.9144 1.2179  -0.423
C: 1.0167 -0.5052 1.6045  -0.209
N: 0.6166 0.5108 0.6264  -0.659
C: -0.8362 0.6514 0.4972  -0.357
C: -1.2107 1.8881 -0.2644  0.459
O: -2.3354 2.3316 -0.2652  -0.554
H: 0.9907 -3.4884 -0.1931  0.220
H: 2.3802 -2.4389 0.1100  0.197
H: 1.0235 -1.9142 -0.9235  0.207
H: 0.7714 -2.5717 2.0624  0.211
H: -0.5081 -1.9292 1.0799  0.226
H: 2.1099 -0.4721 1.6726  0.193
H: 0.6263 -0.2611 2.6031  0.179
H: 1.0298 1.4013 0.8763  0.391
H: -1.3372 0.6312 1.4674  0.212
H: -1.2215 -0.2133 -0.0473  0.246
H: -0.4086 2.3821 -0.8404  0.147
O: -4.4111 0.9426 0.9935  -0.978
H: -4.6187 1.4513 1.7836  0.478
H: -3.7341 1.4430 0.4962  0.504
O: 1.8276 -0.8320 -4.1968  -0.970
H: 1.9179 -0.1310 -4.8627  0.464
H: 1.8360 -0.3797 -3.3313  0.491
O: 2.0041 3.0949 -0.5410  -0.990
H: 2.6804 3.7202 -0.8249  0.475
H: 2.1293 2.3009 -1.0943  0.496
O: 2.1509 0.5440 -1.6904  -1.006
H: 1.4845 0.3489 -0.9781  0.507
H: 2.9648 0.1228 -1.3898  0.483
O: -3.2267 -1.5015 1.5134  -0.992
H: -3.9454 -2.1359 1.4895  0.468
H: -3.6338 -0.6244 1.3636  0.498

Cartesian forces (eV/Å) of the 3 atoms listed first:
C -0.33 -0.31 -0.09
C 0.19 0.25 -0.09
C 0.05 -0.10 0.16


2.
Below is a cluster of 6 separate species, C5H22NO5 in total, with properties calculated with ωB97M-V with the def2-TZVPD basis set.

Output
charge: +1
LUMO: -2.689 eV
Kohn-Sham gap: 10.339 eV
HOMO level: -13.0 eV
relative energy (zero: lowest compared OMol25 entry of this formula, charge and spin): 35.1 kcal per mole

Last column: natural (NBO) charge in e.
Cartesian coordinates (Å):
C: -0.6317 2.0712 -1.5375  -0.631
C: -0.2230 1.6481 -0.1061  -0.034
C: 0.9502 2.4695 0.4418  -0.455
C: 1.2771 2.0289 1.8507  -0.207
C: 2.3630 1.3873 2.2507  -0.368
N: 0.0467 0.1649 0.0017  -0.752
H: 0.1278 2.7170 -1.9492  0.229
H: -0.6820 1.2220 -2.2177  0.231
H: -1.6268 2.4925 -1.5129  0.233
H: -1.0721 1.8721 0.5316  0.202
H: 0.7122 3.5294 0.4049  0.248
H: 1.8621 2.2912 -0.1398  0.221
H: 0.5477 2.2753 2.6203  0.206
H: 2.6250 1.2767 3.2978  0.216
H: 3.1896 1.0518 1.6254  0.186
H: 0.0061 -0.2324 -0.9608  0.480
H: -0.8186 -0.2476 0.3284  0.439
H: 0.9294 -0.0781 0.4746  0.482
H: -2.8274 -0.5895 -1.0707  0.495
H: -2.5934 -1.0927 -2.5384  0.497
O: -2.1566 -0.8316 -1.7226  -0.986
H: -2.7854 -1.7914 1.9602  0.485
H: -3.4374 -0.5121 1.8717  0.472
O: -3.2136 -1.2301 1.2945  -0.952
H: -1.0539 -2.8549 -0.2039  0.481
H: -0.7963 -4.0819 0.7542  0.492
O: -0.6161 -3.1534 0.5957  -0.972
H: 3.3563 -0.9778 0.6793  0.495
H: 2.2977 -1.7987 -0.0156  0.490
O: 2.5123 -0.9043 0.2412  -0.952
H: 0.5496 -2.2632 -2.0701  0.489
H: 0.9730 -1.2707 -3.2471  0.506
O: 0.6914 -1.3568 -2.3339  -0.969

Cartesian forces (eV/Å) of the 3 atoms listed first:
C 0.40 -0.97 0.31
C -0.04 1.03 -0.41
C 0.65 -1.41 0.40


3.
Below is a cluster of 7 separate species, C5H22NO8 in total, with properties calculated with ωB97M-V with the def2-TZVPD basis set.

Output
charge: -1
LUMO: 2.892 eV
Kohn-Sham gap: 8.855 eV
HOMO level: -6.0 eV
relative energy (zero: lowest compared OMol25 entry of this formula, charge and spin): 73.3 kcal per mole

Last column: natural (NBO) charge in e.
Cartesian coordinates (Å):
C: 1.0647 1.1484 1.6366  0.518
N: 0.7449 0.1309 0.7931  -0.450
C: 1.8269 -0.5950 0.1623  -0.228
C: 2.0156 -2.0395 0.6956  -0.619
C: -0.5835 0.1188 0.1120  -0.289
C: -1.6925 0.0589 1.1411  -0.079
O: -3.0145 0.0782 0.5867  -0.735
O: 2.2197 1.4513 1.9072  -0.644
H: 0.2714 1.6913 2.1665  0.124
H: 2.7731 -0.0594 0.1884  0.221
H: 1.6194 -0.7152 -0.9054  0.210
H: 1.0965 -2.5585 0.4150  0.188
H: 2.0221 -2.0859 1.7813  0.236
H: 2.9190 -2.3953 0.2022  0.202
H: -0.6114 0.9877 -0.5711  0.278
H: -0.5569 -0.7448 -0.5556  0.205
H: -1.6447 0.9568 1.7753  0.155
H: -1.6428 -0.8016 1.8064  0.166
H: -2.3582 -0.1733 -3.2526  0.462
H: -2.9353 0.5011 -0.2820  0.497
O: -2.3711 0.0281 -2.3128  -1.062
H: -0.0736 -1.2326 3.3399  0.465
H: -0.3136 -2.5916 2.7935  0.487
O: 0.2781 -2.1304 3.4098  -0.951
H: -1.4648 -2.3225 0.3327  0.487
H: -1.1851 -3.7884 0.3990  0.471
O: -1.5047 -3.0642 0.9514  -0.952
H: 1.6856 0.6766 -3.7238  0.451
H: 0.3255 0.7697 -3.0754  0.512
O: 0.8868 0.1458 -3.6370  -1.012
H: -1.5805 0.7135 -2.2462  0.500
H: -1.2617 2.5298 -2.5555  0.455
O: -0.6142 1.8484 -2.3552  -1.239
H: 0.7449 2.8788 -1.7486  0.509
H: 1.8107 2.5848 -0.7257  0.455
O: 1.5310 3.2931 -1.3138  -0.996

Cartesian forces (eV/Å) of the 3 atoms listed first:
C 1.14 -0.18 0.17
N -0.61 0.62 0.15
C 0.48 -0.94 -0.57


4.
Below is a structure of composition C5H23BaN3O6, with properties calculated with ωB97M-V with the def2-TZVPD basis set.

Output
charge: +3
LUMO (alpha / beta): -8.875 / -15.439 eV
Kohn-Sham gap (alpha / beta): 9.942 / 3.378 eV
2S+1: 2
<S²>: 0.75
HOMO level (alpha / beta): -18.8 / -18.8 eV

Last column: natural (NBO) charge in e.
Cartesian coordinates (Å):
Ba: -0.8306 0.9575 -0.8715  1.890
C: -1.7108 0.5263 2.8286  0.789
O: -1.7096 0.9945 1.7200  -0.801
N: -2.5560 0.8254 3.8469  -0.809
N: -0.7260 -0.2755 3.2199  -0.820
H: -2.7321 0.1622 4.5880  0.424
H: -3.2786 1.4930 3.6181  0.423
H: -0.0339 -0.5158 2.5248  0.389
H: -0.7292 -0.5151 4.2011  0.429
C: 1.3880 -3.4752 -0.1357  -0.633
C: 1.1313 -1.9633 -0.3381  -0.099
C: 1.8539 -1.4935 -1.5978  -0.118
O: 1.6284 -0.0737 -1.9846  -0.113
C: 2.5341 0.4500 -2.9175  -0.325
N: -0.2764 -1.7163 -0.3790  -0.906
H: 0.9184 -3.8960 0.7535  0.265
H: 2.4678 -3.5928 -0.0440  0.244
H: 1.0885 -4.0879 -0.9860  0.243
H: 1.4388 -1.3582 0.5147  0.222
H: 1.6142 -2.0308 -2.5154  0.291
H: 2.9320 -1.6387 -1.5285  0.283
H: 2.8885 -0.2067 -3.7119  0.284
H: 3.4152 0.8219 -2.3947  0.324
H: 2.0865 1.3060 -3.4223  0.261
H: -0.7601 -2.3822 -0.9645  0.398
H: -0.7070 -1.9311 0.5091  0.400
O: -2.5092 3.1066 -0.6566  -1.004
H: -3.4367 3.2792 -0.4943  0.523
H: -2.0503 3.8092 -0.1963  0.498
O: 0.8615 3.0584 -1.9407  -1.011
H: 0.8954 3.7579 -1.2883  0.509
H: 1.1240 3.4803 -2.7588  0.515
O: -3.0716 -0.4593 -0.5009  -1.011
H: -3.2853 -0.9671 0.2819  0.511
H: -3.8766 -0.4664 -1.0187  0.519
O: 1.1732 1.5516 1.0136  -1.013
H: 0.7351 1.8853 1.7965  0.515
H: 2.1053 1.5804 1.2295  0.514

Cartesian forces (eV/Å) of the 3 atoms listed first:
Ba -0.99 1.07 0.64
C 0.04 -0.49 3.48
O -0.38 1.51 -3.47


5.
Below is a cluster of 5 separate species, C5H23N3O4 in total, with properties calculated with ωB97M-V with the def2-TZVPD basis set.

Output
LUMO: 0.725 eV
Kohn-Sham gap: 9.306 eV
HOMO level: -8.6 eV
relative energy (zero: lowest compared OMol25 entry of this formula, charge and spin): 60.9 kcal per mole

Last column: natural (NBO) charge in e.
Cartesian coordinates (Å):
C: -0.3270 2.8410 0.7738  -0.615
C: -1.3346 1.7137 0.7413  -0.407
C: -1.3550 0.6005 1.9256  -0.059
N: -2.6413 0.3199 2.5147  -0.881
C: -0.9715 -0.8818 1.5005  -0.224
N: 0.4950 -1.1351 1.4233  -0.692
C: 1.0683 -1.4467 0.0689  -0.051
N: 2.0044 -0.3750 -0.4435  -0.893
H: -0.2300 3.4711 -0.0732  0.220
H: -0.6575 3.4701 1.6030  0.209
H: 0.6650 2.4479 0.8292  0.202
H: -2.3547 2.0972 0.7278  0.202
H: -1.1849 1.1532 -0.2074  0.193
H: -0.7932 1.1142 2.7525  0.171
H: -2.6731 0.1732 3.5193  0.376
H: -3.4138 0.7220 2.1058  0.368
H: -1.3747 -0.9443 0.4797  0.203
H: -1.3961 -1.4447 2.3832  0.206
H: 0.6085 -1.8396 2.1608  0.370
H: 1.5927 -2.3606 0.1306  0.190
H: 0.1849 -1.3300 -0.6018  0.187
H: 2.9821 -0.4479 -0.2051  0.364
H: 1.6942 0.5534 -0.0202  0.371
O: 2.2154 1.2442 1.9660  -0.962
H: 1.2613 1.1268 1.8257  0.484
H: 2.4724 0.7850 2.7333  0.475
O: -1.4517 -2.7486 -2.3214  -0.982
H: -2.1671 -2.9624 -2.8199  0.456
H: -0.8420 -2.2067 -2.9059  0.496
O: 2.3182 -0.3169 -3.5841  -0.959
H: 1.9210 -0.1462 -2.7919  0.487
H: 3.2018 -0.1517 -3.3988  0.477
O: -0.0908 -1.3640 -4.2322  -0.941
H: 0.8000 -1.2501 -4.0497  0.489
H: -0.2261 -0.4814 -4.5098  0.471

Cartesian forces (eV/Å) of the 3 atoms listed first:
C -0.69 -0.40 1.41
C -0.89 -2.30 -0.66
C 0.70 0.84 0.16


6.
Below is a structure of composition C5H23NO8, with properties calculated with ωB97M-V with the def2-TZVPD basis set.

Output
LUMO: 0.226 eV
Kohn-Sham gap: 10.134 eV
HOMO level: -9.9 eV
relative energy (zero: lowest compared OMol25 entry of this formula, charge and spin): 132.1 kcal per mole

Last column: natural (NBO) charge in e.
Cartesian coordinates (Å):
O: -2.9918 -0.8683 -1.5859  -0.633
C: -2.3506 0.1276 -1.3456  0.817
O: -2.2829 1.1125 -2.2361  -0.706
C: -1.6671 0.4690 -0.0558  -0.543
C: -0.1123 0.4680 -0.2156  -0.407
C: 0.4495 -0.4735 -1.2756  -0.421
C: 0.1632 -1.9402 -0.9855  -0.231
N: 0.4962 -2.4079 0.4038  -0.852
H: -1.6298 1.8360 -2.0118  0.516
H: -1.8705 1.5272 0.1248  0.228
H: -2.0341 -0.0599 0.8149  0.250
H: 0.2456 -0.0234 0.7270  0.219
H: 0.2156 1.5050 -0.2362  0.225
H: 0.0211 -0.2379 -2.2882  0.218
H: 1.5473 -0.2767 -1.3588  0.202
H: -0.9253 -2.0577 -1.1252  0.216
H: 0.6638 -2.5469 -1.7558  0.181
H: 0.2823 -3.4084 0.3819  0.364
H: 1.4976 -2.3758 0.5959  0.321
H: 2.0562 -0.2763 3.9780  0.478
H: 1.3730 -0.9478 2.8141  0.511
O: 1.5118 -0.0543 3.2171  -0.989
H: 2.2918 -2.2683 1.2350  0.432
H: 0.9359 -2.8857 1.4583  0.471
O: 1.6867 -2.5281 1.9606  -0.884
H: 2.7082 2.5802 2.1948  0.471
H: 1.7257 1.3887 2.1762  0.518
O: 2.0975 2.1095 1.6141  -1.000
H: -0.0116 3.5303 -1.5655  0.524
H: -0.6860 3.3917 -3.0382  0.489
O: -0.8033 3.2784 -2.0868  -0.986
H: -2.9571 -3.6415 0.3063  0.458
H: -3.2674 -2.2689 -0.4213  0.502
O: -3.2966 -2.7534 0.4242  -0.977
H: 2.2150 3.5768 -0.8450  0.485
H: 1.3109 3.5295 0.4575  0.518
O: 1.3916 3.8705 -0.4516  -0.984

Cartesian forces (eV/Å) of the 3 atoms listed first:
O 0.13 -0.16 -0.15
C -0.66 0.77 0.32
O 0.35 -0.12 -0.59


Calculated values (Eh) of E for the records, taken in order: -709.30650; -634.42096; -860.44331; -844.57514; -669.43143; -860.82740.
Calculated values (eV Å⁻¹) of largest force on an atom for the records, taken in order: 0.6; 2.2; 1.6; 3.8; 4.8; 10.1.